Record 1
Below is C5H6Cl2LuN2O4Tl as an isolated structure in a non-equilibrium geometry, with properties calculated with ωB97M-V/def2-TZVPD.

Each line ends with the Mulliken charge.
Geometry (Å):
Lu -0.16158 0.57206 -4.37753  1.437
Tl 0.25587 0.61550 -0.93313  1.278
Cl 1.86813 1.48403 -3.41917  -0.240
Cl -2.18095 0.49298 -3.05867  -0.341
C -1.99362 1.19716 0.51416  0.146
C 1.10031 0.47191 -6.44493  0.273
C -0.50534 1.50824 -6.57782  0.349
O -2.87015 1.24736 1.24769  0.006
O 2.04807 0.67123 -7.10837  0.005
O -0.87007 1.93417 -7.61633  -0.004
C -0.08324 -2.56023 3.55006  -0.622
N 0.32581 -1.20899 3.85489  0.012
C 0.37578 -0.22017 2.92739  0.668
N 0.89509 0.97492 3.37505  -0.295
O 0.02426 -0.36854 1.73583  -0.543
H -0.70559 -2.55942 2.64904  0.308
H -0.65480 -2.95737 4.39564  0.344
H 0.79380 -3.19715 3.37200  0.369
H 0.71397 -1.01356 4.77476  0.309
H 0.73210 1.76909 2.76768  0.257
H 0.89214 1.14678 4.37177  0.285

Computed properties:
Energy relative to the best compared isomer or geometry (same formula, charge and spin)   0.00 kcal/mol
E   -79762.831 eV
Gap between HOMO and LUMO (alpha / beta)   5.1 / 7.0 eV
HOMO energy (alpha / beta)   -0.90576 / -0.88244 hartree
Total charge   +4

---

Record 2
Below is the molecule C5H6Cl2O in a non-equilibrium geometry, with properties calculated with ωB97M-V/def2-TZVPD.

Each line ends with the Mulliken charge.
Geometry (Å):
Cl -3.01698 -0.52345 -0.10244  -0.191
C -1.28312 -0.44572 -0.09367  0.162
C -0.53513 -1.47662 -0.47592  -0.353
O 0.80771 -1.48699 -0.53826  -0.392
C 1.32943 -0.17824 -0.47857  -0.526
C 0.84854 0.60209 0.68682  -0.677
C -0.68707 0.79415 0.50177  0.002
Cl -0.98643 2.16315 -0.64781  -0.186
H -1.01385 -2.37156 -0.72333  0.460
H 0.91900 0.32622 -1.37238  0.382
H 2.45321 -0.21422 -0.50828  0.288
H 1.35531 1.56067 0.70282  0.355
H 1.00830 0.10322 1.62098  0.301
H -1.19891 1.14730 1.42830  0.376

Computed properties:
Energy relative to the best compared isomer or geometry (same formula, charge and spin)   2.52 kcal/mol
E   -32374.017 eV
Gap between HOMO and LUMO   9.8 eV
SMILES   ClC1=COCC[C@H]1Cl
HOMO energy   -0.33085 hartree

---

Record 3
Below is the molecule C5H6Cl2O3 in a non-equilibrium geometry, with properties calculated with ωB97M-V/def2-TZVPD.

Each line ends with the Mulliken charge.
Geometry (Å):
C 1.48482 0.72581 0.21365  0.626
C 2.39095 -0.07428 0.83672  -0.317
C -0.01992 -0.91835 -0.76230  -0.518
C -0.75765 0.24327 -0.10372  1.174
C -2.12815 -0.22259 0.44541  -1.414
O 1.65886 1.43499 -0.71325  -0.510
O 0.14155 0.71871 0.79723  -0.483
O -1.07838 1.13088 -1.09205  -0.602
Cl 3.91208 -0.29641 0.16967  -0.090
Cl 0.09957 -2.40438 -0.02861  -0.144
H 2.33401 -0.50187 1.82513  0.428
H -0.01430 -0.87828 -1.86341  0.400
H -2.82421 -0.00375 -0.37965  0.376
H -2.40303 0.34136 1.29254  0.339
H -2.23507 -1.23663 0.61375  0.364
H -0.56113 1.94151 -1.25112  0.370

Computed properties:
Energy relative to the best compared isomer or geometry (same formula, charge and spin)   75.03 kcal/mol
E   -36465.651 eV
Gap between HOMO and LUMO (alpha / beta)   6.3 / 9.3 eV
HOMO energy (alpha / beta)   -0.30676 / -0.35370 hartree

---

Record 4
Below is the molecule C5H6Cl2O3 in a non-equilibrium geometry, with properties calculated with ωB97M-V/def2-TZVPD.

Each line ends with the Mulliken charge.
Geometry (Å):
C -2.05201 -0.90030 0.03828  0.612
C -2.79629 0.10917 0.57491  -0.238
C -0.54682 0.95024 -0.93334  -0.475
C 0.10543 -0.35160 -0.33580  0.718
C 1.38221 0.06257 0.41911  -1.314
O -2.41277 -1.64813 -0.84166  -0.566
O -0.76837 -0.97235 0.56974  -0.397
O 0.48001 -1.10696 -1.41073  -0.558
Cl -4.47939 0.34767 0.13655  -0.103
Cl -0.75137 2.31458 -0.05850  -0.124
H -2.33991 0.66464 1.33982  0.496
H -0.90941 1.08525 -1.90286  0.498
H 1.63566 -0.89613 1.00331  0.339
H 1.06211 0.88682 1.13199  0.318
H 2.02737 0.58887 -0.30988  0.350
H -0.42142 -1.47978 -1.79704  0.444

Computed properties:
Energy relative to the best compared isomer or geometry (same formula, charge and spin)   73.81 kcal/mol
E   -36465.703 eV
Gap between HOMO and LUMO (alpha / beta)   6.4 / 9.3 eV
HOMO energy (alpha / beta)   -0.31315 / -0.35905 hartree

---

Record 5
Below is a 2-piece molecular cluster, C5H6Cl2SSi overall in a non-equilibrium geometry, with properties calculated with ωB97M-V/def2-TZVPD.

Each line ends with the Mulliken charge.
Geometry (Å):
C -0.21473 1.35674 -2.51693  -0.558
C 0.65940 0.93216 -1.50623  -0.187
C -1.37915 0.65136 -2.53010  -0.326
C 0.15067 -0.09785 -0.74162  0.212
C 0.04074 -1.38294 2.28265  -0.372
Si 0.94006 -0.89344 0.73099  0.626
S -1.43832 -0.54048 -1.30418  -0.076
Cl -0.61816 0.71671 4.59683  -0.714
Cl 2.91280 -0.58960 0.75835  -0.139
H 0.00665 2.15608 -3.20217  0.370
H 1.62200 1.37494 -1.32349  0.343
H -2.21440 0.76044 -3.19200  0.391
H -0.16836 -0.51612 3.00578  -0.202
H -0.92455 -1.83672 2.07273  0.324
H 0.62537 -2.09126 2.86938  0.308

Computed properties:
Energy relative to the best compared isomer or geometry (same formula, charge and spin)   73.03 kcal/mol
E   -49039.402 eV
Gap between HOMO and LUMO (alpha / beta)   5.2 / 5.2 eV
HOMO energy (alpha / beta)   -0.28034 / -0.28031 hartree

---

Record 6
Below is the molecule C5H6ClN in a non-equilibrium geometry, with properties calculated with ωB97M-V/def2-TZVPD.

Each line ends with the Mulliken charge.
Geometry (Å):
C 0.92278 0.06511 -0.87542  -1.252
C 0.15715 0.66575 0.30452  0.524
C -0.90587 -0.23965 0.85941  -0.607
C -2.07770 0.39865 0.77608  -0.324
C -1.77068 1.69303 0.18189  0.306
Cl -2.95351 2.86822 -0.12431  -0.175
N -0.53513 1.86915 -0.08861  -0.569
H 0.22681 -0.20072 -1.66682  0.330
H 1.46052 -0.82356 -0.55647  0.342
H 1.62633 0.79735 -1.25936  0.327
H 0.87647 0.93906 1.08548  0.250
H -0.70044 -1.22312 1.23617  0.418
H -3.05887 0.07818 1.06631  0.431

Computed properties:
Energy relative to the best compared isomer or geometry (same formula, charge and spin)   8.43 kcal/mol
E   -19294.254 eV
Gap between HOMO and LUMO   10.4 eV
SMILES   C[C@@H]1C=CC(Cl)=N1
HOMO energy   -0.36057 hartree

---

Record 7
Below is the molecule C5H6ClN in a non-equilibrium geometry, with properties calculated with ωB97M-V/def2-TZVPD.

Each line ends with the Mulliken charge.
Geometry (Å):
C -0.10344 -1.93742 0.24008  -1.064
C 0.86496 -1.03736 0.19096  0.716
N 1.64773 -0.09688 0.02916  -0.491
C 0.95770 1.20166 0.07445  -0.392
C -0.49735 1.00920 0.45938  -0.296
C -1.19878 0.26471 -0.37314  -0.437
Cl -2.85134 -0.07422 0.06192  -0.176
H -0.27008 -2.49498 1.17115  0.257
H -0.56106 -2.20520 -0.56857  0.480
H 1.38840 1.87457 0.87123  0.300
H 1.06892 1.66274 -0.93558  0.269
H -0.89695 1.38433 1.38493  0.345
H -0.78598 -0.08120 -1.30326  0.490

Computed properties:
Energy relative to the best compared isomer or geometry (same formula, charge and spin)   74.28 kcal/mol
E   -19291.398 eV
Gap between HOMO and LUMO   9.7 eV
SMILES   C=C=NC/C=C/Cl
HOMO energy   -0.32478 hartree

---

Record 8
Below is C5H6ClNO as an isolated structure in a non-equilibrium geometry, with properties calculated with ωB97M-V/def2-TZVPD.

Each line ends with the Mulliken charge.
Geometry (Å):
C -3.67390 -0.90264 0.32325  0.289
C 0.23319 0.40228 0.72539  0.735
C 0.82454 1.49287 -0.09300  -0.982
C -0.63591 -0.63860 0.12981  -0.803
C -2.54310 -0.11055 0.52759  -0.147
N -4.67166 -1.43424 0.18314  -0.363
O 0.46110 0.28139 1.90454  -0.535
Cl -2.80044 1.26827 -0.62549  -0.183
H 0.02888 1.86248 -0.77945  0.256
H 1.53384 1.02262 -0.76799  0.311
H 1.44208 2.10973 0.58882  0.328
H -0.66118 -0.67436 -1.02149  0.312
H -0.43849 -1.63543 0.47719  0.424
H -2.34098 0.35476 1.43983  0.359

Computed properties:
Energy relative to the best compared isomer or geometry (same formula, charge and spin)   64.87 kcal/mol
E   -21339.669 eV
Gap between HOMO and LUMO   9.9 eV
HOMO energy   -0.38033 hartree